Run a
The following is a quantum chemistry calculation of 2 unconnected molecules or ions with the total composition C5H13O3, from the Open Molecules 2025 dataset.

Atoms and positions in Å:
C -2.32097 -0.56423 -0.32617
O -2.69455 0.63809 0.44413
C -0.79205 -0.74288 -0.65655
C -0.07803 -1.35922 0.58811
C 1.30230 -0.97295 0.49404
C 1.56180 0.64935 0.89295
O 2.27662 1.13491 -0.20092
H -2.55753 -1.31619 0.52743
H -2.94765 -0.54075 -1.25965
H -1.89090 1.06927 0.88972
H -0.42063 -1.14929 -1.62824
H -0.60076 0.39281 -0.80959
H -0.52781 -1.14360 1.61185
H -0.17526 -2.51683 0.42015
H 1.63194 -0.98673 -0.52453
H 2.04190 -1.47847 1.20812
H 2.29324 0.70408 1.63372
H 0.57578 0.97705 1.00607
H 1.28672 2.01856 -0.72652
H 1.36490 2.62615 -2.12546
O 0.67093 2.56085 -1.45865

Results
frontier orbital gap	0.2564	hartree
2S+1	1
highest occupied orbital energy	-3.18	eV
charge	-1

Run b
The following is a quantum chemistry calculation of 3 unconnected molecules or ions with the total composition C5H13O3, from the Open Molecules 2025 dataset.

Atoms and positions in Å:
C -1.34401 -1.09831 -0.56888
O -0.98835 -1.97905 0.43326
C -1.87400 0.24479 -0.07050
C -0.87548 1.06478 0.73353
C -0.15937 2.06047 -0.14491
C 0.03383 3.33805 0.16438
H -0.54572 -0.97790 -1.32165
H -2.14170 -1.52689 -1.20663
H -2.78520 0.01087 0.48302
H -2.22320 0.77294 -0.96380
H -1.36971 1.63661 1.52075
H -0.14231 0.39416 1.18808
H 0.21998 1.61097 -1.06238
H -0.18846 3.66002 1.17149
H 0.57058 3.94260 -0.54875
H 2.92654 -1.95037 -1.73225
H 2.40584 -1.22212 -0.50344
O 2.90144 -1.05730 -1.35268
H 1.58578 -1.31412 1.72112
H 0.09921 -1.75967 0.59439
O 1.39652 -1.55724 0.80759

Results
frontier orbital gap	0.3059	hartree
2S+1	1
highest occupied orbital energy	-4.52	eV
charge	-1

Winner for stability: run b

Run a
The following is a quantum chemistry calculation of a molecular structure, C3H4Br2O, from the Open Molecules 2025 dataset.

Atoms and positions in Å:
C 0.91013 0.17942 -0.21212
C -0.33452 -0.57660 -0.39045
C -2.08733 -0.00388 0.47835
O 0.59475 -1.05478 0.45205
Br -3.34782 -1.25807 -0.09442
Br -2.36742 1.72919 -0.01403
H 1.68620 0.17701 -0.99045
H 0.98419 1.12840 0.45012
H -0.73961 -1.18441 -1.18229
H -1.96884 -0.26458 1.56707

Results
frontier orbital gap	0.3598	hartree
2S+1	1
highest occupied orbital energy	-9.06	eV

Run b
The following is a quantum chemistry calculation of a molecular structure, C3H4Br2O, from the Open Molecules 2025 dataset.

Atoms and positions in Å:
C 1.96824 -0.19777 -0.66286
C 0.86957 -0.19407 0.01729
C -1.50050 0.17826 0.27838
O -0.42386 0.01716 -0.55398
Br -2.95475 -1.10872 0.07210
Br -2.29576 1.88823 0.00788
H 2.73469 -0.42973 0.09700
H 2.05047 0.10241 -1.71053
H 0.69512 -0.41164 1.16618
H -1.14322 0.15587 1.28854

Results
frontier orbital gap	0.3858	hartree
2S+1	1
highest occupied orbital energy	-9.90	eV

Winner for stability: run b

Run a
The following is a quantum chemistry calculation of a gas-phase ion, C7H9N2O (charge +1), from the Open Molecules 2025 dataset.

Atoms and positions in Å:
C -0.47375 -1.01403 3.21419
C 0.68738 -0.69905 2.72364
N 0.77226 -0.54038 1.38671
C 0.19976 -1.24093 0.53297
C 0.10451 -0.85556 -0.83253
N -0.00762 0.23267 -1.51347
C -0.66644 0.24082 -2.83645
C 0.29647 1.44602 -1.05453
C 0.98431 2.40917 -0.48585
O 0.35641 2.84129 -1.64328
H -0.82864 -0.83075 4.24805
H -1.41757 -1.28517 2.50857
H 1.66806 -0.51632 3.23838
H -0.18349 -2.20988 0.95887
H -0.22501 -1.71286 -1.39206
H -1.65991 0.37312 -2.42836
H -0.23424 1.10516 -3.50514
H -0.75511 -0.75573 -3.39618
H 1.38261 3.01243 0.27647

Results
frontier orbital gap (spin up / spin down)	0.2599 / 0.2424	hartree
2S+1	1
SMILES string	C=C/N=C/C=[N+](/C)C1=CO1
highest occupied orbital energy (spin up / spin down)	-12.86 / -12.42	eV
charge	+1

Run b
The following is a quantum chemistry calculation of a gas-phase ion, C7H9N2O (charge +1), from the Open Molecules 2025 dataset.

Atoms and positions in Å:
C -1.83104 1.43543 -0.56217
C -1.30537 0.08188 -0.28895
C -1.91225 -1.13862 -0.39742
N -1.00247 -2.07916 -0.02055
C 0.13199 -1.46981 0.30987
N -0.02747 -0.15970 0.15489
C 0.97623 0.87799 0.38192
C 2.30399 0.31686 0.77979
C 3.28582 0.12728 -0.05563
O 4.15561 -0.06967 -0.78272
H -1.24961 1.93298 -1.33735
H -2.86236 1.36755 -0.89422
H -1.79473 2.05561 0.33260
H -2.90487 -1.38476 -0.71436
H -1.16383 -3.07706 0.00099
H 1.03119 -1.94488 0.64928
H 0.59860 1.54267 1.16373
H 1.06516 1.45244 -0.54396
H 2.50539 0.13296 1.82425

Results
frontier orbital gap	0.3816	hartree
2S+1	1
SMILES string	Cc1c[nH+]cn1CC=C=O
highest occupied orbital energy	-13.27	eV
charge	+1

Winner for stability: run b

Run a
The following is a quantum chemistry calculation of 2 unconnected molecules or ions with the total composition CH5N2S, from the Open Molecules 2025 dataset.

Atoms and positions in Å:
S 2.37086 -1.72598 0.22596
H 2.53069 -2.42090 1.43500
N -0.18758 -0.26909 0.19500
C -0.66109 0.80031 -0.45193
N -1.55303 1.61741 0.03009
H -0.56659 -0.30136 1.13872
H 0.32382 -1.01043 -0.30231
H -0.30947 1.05867 -1.53633
H -1.94761 2.25137 -0.73420

Results
frontier orbital gap	0.2533	hartree
2S+1	1
highest occupied orbital energy	-2.79	eV
charge	-1

Run b
The following is a quantum chemistry calculation of 2 unconnected molecules or ions with the total composition CH5N2S, from the Open Molecules 2025 dataset.

Atoms and positions in Å:
S -0.93682 1.73977 2.32440
H -1.55677 0.94235 3.28673
N -0.53386 -1.05790 -0.87839
C 0.48367 -0.15712 -0.61029
N 1.24243 0.31074 -1.51562
H -0.49950 -1.56079 -1.74893
H -0.67713 -1.66835 -0.02638
H 0.56369 0.53067 0.39328
H 1.91429 0.92063 -1.22482

Results
frontier orbital gap	0.2492	hartree
2S+1	1
highest occupied orbital energy	-2.63	eV
charge	-1

Run c
The following is a quantum chemistry calculation of 2 unconnected molecules or ions with the total composition CH5N2S, from the Open Molecules 2025 dataset.

Atoms and positions in Å:
S 0.24959 1.75322 2.91722
H 1.55038 1.51290 3.06413
N 0.26808 0.37007 -0.52473
C -0.55086 -0.67095 -0.79099
N -0.43282 -1.40004 -1.84689
H 1.09709 0.46041 -1.09271
H 0.37059 0.62861 0.45349
H -1.22786 -0.91781 0.02257
H -1.32419 -1.73641 -2.20209

Results
frontier orbital gap	0.2583	hartree
2S+1	1
highest occupied orbital energy	-2.88	eV
charge	-1

Winner for stability: run c